C7H2Cl5FeI2O4S | ωB97M-V/def2-TZVPD

Structure (XYZ):
```
22
Properties=species:S:1:pos:R:3:forces:R:3
C 0.952 0.244 -0.309 0.1174 -0.0823 -0.1313
C -2.914 -1.728 2.379 -0.0913 -0.1503 -0.1538
I -3.384 -2.593 0.489 0.0812 0.0729 0.2786
I -0.826 -1.742 2.816 0.1741 0.0322 -0.2025
O -2.344 2.755 -0.322 0.0521 0.0002 -0.0155
O -1.792 0.426 -0.939 0.1241 -0.0756 0.0284
C 2.712 -0.944 -1.518 0.0655 0.2128 0.0490
S -2.551 1.398 0.045 -0.1878 0.1066 0.0437
Cl 5.008 0.240 -2.270 -0.0079 -0.0109 -0.0021
Cl 3.862 2.856 -1.049 0.0214 0.0454 -0.0247
Cl 0.376 -2.243 -0.836 -0.0948 0.1761 0.1285
Fe -0.746 -0.306 0.344 -0.2113 0.1053 0.2196
C 1.486 -0.884 -0.889 -0.0286 -0.0167 -0.0606
C 3.456 0.240 -1.541 -0.0208 -0.0660 -0.0101
O -1.663 0.977 1.273 0.0387 -0.1878 -0.2654
C 2.936 1.416 -0.992 -0.1465 -0.0529 0.0896
H -3.390 -2.307 3.160 -0.0418 0.0303 -0.0161
Cl 0.999 2.906 0.170 -0.0404 -0.1786 0.0965
C 1.663 1.429 -0.397 0.1246 0.0690 -0.0214
O -3.891 0.942 0.262 0.0777 0.0138 -0.0168
H -3.224 -0.690 2.360 -0.0114 0.0332 -0.0048
Cl 3.275 -2.390 -2.235 0.0058 -0.0766 -0.0085
```
Forces are in eV/Å.

Summary:
Relative energy (zero: lowest compared OMol25 entry of this formula, charge and spin) = 0.0000 eV
Multiplicity = 2
Strongest force on any atom = 0.33 eV/A
Charge = 0
Frontier orbital gap (spin up / spin down) = 0.2911 / 0.3061 hartree


C7H30O8 | ωB97M-V/def2-TZVPD

Structure (XYZ):
```
45
Properties=species:S:1:pos:R:3:forces:R:3
H 0.256 -2.628 2.192 0.1572 -0.0192 0.1427
H -1.083 -2.073 3.230 0.3316 -0.0002 0.1644
H -2.081 -2.298 -1.719 0.0217 0.0336 0.0023
H -0.811 2.702 2.474 0.0368 0.0175 -0.0423
C -0.393 -1.790 2.423 -1.1698 -0.4143 -0.4974
H -5.109 0.338 -1.007 0.0708 -0.0914 -0.1522
H -3.378 1.020 0.470 0.0419 -0.0237 0.0149
C -4.643 1.044 -1.704 0.1513 -0.2051 0.5649
O -2.800 1.488 -0.142 0.0584 0.0744 -0.1147
H -2.738 1.898 -2.125 0.1332 -0.0613 0.0946
C 0.915 -3.090 -0.922 0.5109 0.0797 -0.0214
O 4.757 0.077 -0.524 0.1494 -0.1112 -0.3721
H 4.434 0.808 -1.067 -0.0684 0.1318 0.2515
H 0.943 -3.926 -1.620 -0.1356 -0.0605 0.0593
H -2.539 3.420 -0.245 -0.1731 0.0042 0.1279
H 3.302 -1.722 1.869 -0.0209 -0.0476 -0.1185
H 0.496 2.441 3.227 0.0537 -0.0395 -0.0411
H 1.890 -2.593 -0.985 -0.1076 0.0188 0.0294
H 0.539 0.890 0.765 0.1189 0.0797 0.0133
H 4.012 0.576 1.350 0.1484 -0.0906 -0.1810
C -3.145 1.115 -1.480 0.0003 0.2019 -0.2671
C 3.854 -0.150 0.532 -0.3422 0.5317 0.6757
O -1.427 -2.782 -1.209 -0.1442 -0.1101 -0.1506
C 4.056 -1.534 1.099 0.0389 -0.0341 0.3272
H 4.010 -2.314 0.340 -0.0783 0.0364 -0.0729
C -0.172 -2.111 -1.284 0.2301 0.0784 0.1847
H -1.048 -1.645 1.545 0.2758 0.0276 0.0377
H 2.777 0.983 -2.315 -0.1584 0.0362 -0.1067
O -2.501 4.383 -0.151 0.1117 -0.0290 0.0051
H 1.913 1.623 -1.221 0.0480 0.0592 -0.0782
O -0.110 2.050 2.589 -0.2372 0.1586 0.1549
H -0.166 -1.265 -0.591 0.0640 0.0479 -0.0805
H 0.816 -3.464 0.095 -0.1458 -0.0779 -0.0205
O 0.523 1.198 -0.152 -0.1825 -0.1530 0.0080
O 2.611 1.823 -1.874 0.1923 -0.1438 0.0290
O 0.380 -0.663 2.709 0.3060 0.3939 0.0492
H -0.293 1.707 -0.216 -0.0010 -0.0090 0.0088
H -5.093 2.014 -1.495 -0.0455 0.0559 -0.2546
H 0.044 -1.723 -2.286 -0.2814 -0.0076 -0.0484
H 2.812 0.031 0.240 0.0929 -0.3322 -0.2763
H -3.162 4.728 -0.756 0.0099 0.0154 0.0008
H -4.848 0.713 -2.719 -0.1496 0.1134 -0.0501
H -2.633 0.187 -1.750 -0.1004 -0.0758 0.0779
H 5.028 -1.594 1.592 0.0419 -0.0408 -0.1231
H -0.195 0.107 2.819 0.1457 -0.0182 0.0452
```
Forces are in eV/Å.

Summary:
Structure (SMILES) = CCO.CCO.CCO.CO.O.O.O.O
Relative energy (zero: lowest compared OMol25 entry of this formula, charge and spin) = 0.8288 eV
Multiplicity = 1
Strongest force on any atom = 1.34 eV/A
Charge = 0
Frontier orbital gap = 0.3542 hartree


- The highest multiplicity belongs to which entry?
  C7H2Cl5FeI2O4S